# 1
{
  "formula": "C39H31Cl3N3PRu",
  "method": "wB97M-V/def2-TZVPD",
  "e_homo_ha": [-0.3666, -0.3570],
  "e_tot_ha": -3485.67533,
  "total_charge": 1,
  "orbital_gap_ev": [7.220, 6.488],
  "multiplicity": 2,
  "symbols": ["Ru", "Cl", "C", "Cl", "H", "H", "C", "C", "C", "C", "C", "C", "C", "C", "C", "C", "C", "C", "C", "C", "C", "N", "H", "H", "H", "H", "H", "H", "H", "H", "H", "H", "Cl", "C", "C", "C", "C", "N", "C", "H", "H", "H", "H", "N", "P", "C", "C", "C", "C", "C", "C", "C", "C", "C", "C", "C", "C", "C", "C", "C", "C", "C", "C", "H", "H", "H", "H", "H", "H", "H", "H", "H", "H", "H", "H", "H", "H", "H"],
  "positions_angstrom": [[-1.1532, -1.2906, 0.1563], [-2.1994, -0.8278, 3.0006], [-3.5048, -1.9840, 2.7135], [-3.3255, -2.7122, 1.0965], [-4.4564, -1.4617, 2.7521], [-3.4384, -2.7726, 3.4559], [-2.0779, -3.9600, -3.1372], [-1.1299, -4.9555, -2.9495], [-0.2710, -4.8927, -1.8654], [-0.3412, -3.8166, -0.9822], [-1.2547, -2.7638, -1.1994], [-2.1321, -2.8728, -2.2749], [0.4706, -3.7341, 0.2389], [1.2917, -4.7985, 0.6844], [1.9695, -4.6658, 1.8569], [1.8755, -3.4578, 2.5955], [2.5877, -3.2568, 3.8008], [2.5074, -2.0633, 4.4662], [1.7191, -1.0223, 3.9410], [1.0096, -1.1940, 2.7840], [1.0604, -2.4266, 2.0917], [0.3393, -2.6025, 0.9366], [-2.7735, -4.0266, -3.9625], [-1.0695, -5.7861, -3.6371], [0.4454, -5.6878, -1.7247], [-2.8940, -2.1211, -2.4416], [1.3591, -5.7046, 0.1069], [2.5889, -5.4682, 2.2340], [3.1997, -4.0660, 4.1750], [3.0545, -1.9083, 5.3852], [1.6930, -0.0686, 4.4487], [0.4468, -0.3852, 2.3408], [-5.3599, 2.5096, 0.6151], [-4.2836, 1.6807, -0.4436], [-4.2864, 1.9258, -1.8092], [-3.3882, 1.2203, -2.5973], [-2.5368, 0.3050, -2.0051], [-2.5610, 0.0518, -0.6893], [-3.4121, 0.7440, 0.0802], [-4.9698, 2.6462, -2.2338], [-3.3389, 1.3786, -3.6645], [-1.8054, -0.2429, -2.5844], [-3.3905, 0.5528, 1.1443], [0.1282, 0.0159, -0.0547], [0.7468, 1.4035, -0.3500], [2.1949, 1.7173, 0.6931], [2.5704, 3.0119, 1.0417], [3.7156, 3.2241, 1.7895], [4.4936, 2.1438, 2.1893], [4.1262, 0.8531, 1.8392], [2.9793, 0.6420, 1.0927], [-0.3958, 2.7650, 0.0644], [-0.9558, 2.7385, 1.3422], [-1.9179, 3.6582, 1.7127], [-2.3395, 4.6240, 0.8058], [-1.7800, 4.6711, -0.4584], [-0.8079, 3.7480, -0.8270], [1.3454, 1.6823, -2.0389], [2.7097, 1.7790, -2.3011], [3.1670, 1.9280, -3.6021], [2.2684, 1.9892, -4.6538], [0.9056, 1.9006, -4.4040], [0.4515, 1.7433, -3.1084], [1.9669, 3.8567, 0.7353], [4.0026, 4.2297, 2.0629], [5.3871, 2.3109, 2.7743], [4.7312, 0.0122, 2.1496], [2.6820, -0.3620, 0.8114], [-0.6271, 1.9929, 2.0584], [-2.3364, 3.6306, 2.7093], [-3.0945, 5.3420, 1.0923], [-2.0894, 5.4333, -1.1611], [-0.3624, 3.8137, -1.8101], [3.4245, 1.7361, -1.4913], [4.2288, 1.9968, -3.7905], [2.6262, 2.1095, -5.6669], [0.2012, 1.9574, -5.2217], [-0.6105, 1.6841, -2.9233]],
  "mulliken_spin": [0.8573, 0.0192, -0.0017, -0.0035, 0.0011, 0.0003, -0.0228, 0.0367, -0.0194, 0.0113, -0.0985, 0.0384, 0.0262, -0.0018, -0.0021, 0.0069, -0.0030, 0.0032, -0.0015, 0.0109, -0.0325, -0.0218, -0.0010, 0.0022, -0.0003, 0.0015, -0.0001, -0.0001, 0.0000, 0.0003, 0.0000, 0.0034, -0.0002, 0.0017, -0.0001, -0.0029, 0.0118, -0.0439, 0.0079, 0.0000, -0.0002, -0.0112, -0.0094, 0.1850, 0.0053, 0.0052, -0.0012, -0.0001, 0.0004, 0.0001, -0.0001, 0.0058, 0.0112, 0.0023, -0.0004, 0.0004, -0.0017, 0.0218, 0.0002, -0.0007, 0.0023, -0.0012, 0.0037, -0.0001, 0.0000, 0.0000, 0.0001, -0.0002, -0.0030, 0.0001, 0.0000, 0.0001, 0.0007, 0.0007, 0.0001, 0.0002, 0.0001, 0.0007]
}

# 2
{
  "formula": "C39H31F10N4OPS2Sc",
  "method": "wB97M-V/def2-TZVPD",
  "e_homo_ha": [0.0038, -0.0721],
  "e_tot_ha": -4696.50393,
  "total_charge": -2,
  "orbital_gap_ev": [3.771, 5.831],
  "multiplicity": 2,
  "symbols": ["Sc", "C", "C", "N", "N", "C", "S", "S", "C", "C", "C", "C", "C", "C", "C", "C", "C", "C", "C", "C", "C", "O", "H", "H", "H", "H", "H", "H", "H", "H", "H", "H", "H", "H", "H", "H", "C", "C", "C", "C", "N", "C", "C", "H", "H", "H", "H", "H", "H", "H", "F", "P", "F", "F", "F", "F", "F", "F", "C", "C", "C", "C", "C", "C", "C", "C", "N", "H", "H", "H", "H", "H", "H", "F", "C", "F", "F", "C", "C", "C", "C", "C", "C", "C", "C", "H", "H", "H", "H"],
  "positions_angstrom": [[0.1656, -1.0542, -1.4180], [2.1424, -3.6188, 1.2322], [0.8972, -2.7806, 1.1544], [0.9616, -1.5846, 0.5970], [2.2130, -1.1026, 0.3510], [2.3630, 0.1945, 0.4127], [1.0169, 1.2736, 0.9210], [3.9370, 0.8938, 0.1387], [4.8814, -0.1250, 1.3897], [4.5748, 0.3376, 2.7714], [3.3898, -0.0406, 3.4064], [3.0654, 0.4654, 4.6557], [3.9256, 1.3380, 5.3071], [5.1136, 1.7113, 4.6907], [5.4271, 1.2211, 3.4330], [-0.2782, -3.1993, 1.9026], [-0.6887, -4.5381, 1.9140], [-1.7032, -5.0059, 2.7264], [-2.2997, -4.1220, 3.6327], [-1.9031, -2.8119, 3.6998], [-0.9281, -2.2340, 2.8110], [-0.6477, -1.0123, 2.8791], [2.8057, -3.2380, 2.0181], [1.8903, -4.6511, 1.4672], [2.6833, -3.5759, 0.2866], [4.5764, -1.1528, 1.2061], [5.9298, 0.0154, 1.1264], [2.7013, -0.7217, 2.9209], [2.1280, 0.1753, 5.1141], [3.6738, 1.7270, 6.2865], [5.7945, 2.3915, 5.1897], [6.3459, 1.5322, 2.9472], [-0.2304, -5.2280, 1.2108], [-2.0308, -6.0370, 2.6640], [-3.0852, -4.4795, 4.2931], [-2.3784, -2.1297, 4.3979], [-5.3274, 0.0330, 1.8980], [-4.0616, -0.1965, 1.1280], [-3.2365, 0.8446, 0.7242], [-2.0808, 0.5625, 0.0269], [-1.6903, -0.6781, -0.2729], [-2.4931, -1.6786, 0.1006], [-3.6731, -1.4829, 0.7856], [-5.4948, 1.0950, 2.0752], [-5.2733, -0.4811, 2.8599], [-6.1789, -0.3805, 1.3526], [-3.4915, 1.8725, 0.9494], [-1.4331, 1.3609, -0.3129], [-2.1699, -2.6802, -0.1508], [-4.2787, -2.3331, 1.0676], [0.1693, -3.0121, -1.9873], [1.5566, -3.2650, -2.9837], [1.9693, -4.4449, -1.9879], [2.3055, -2.1831, -2.0266], [1.0818, -2.0190, -3.8942], [2.8602, -3.4915, -3.8696], [0.6751, -4.2622, -3.8657], [1.0165, 0.3751, -2.1256], [-1.6042, -0.8754, -3.2018], [-2.9556, -1.1552, -2.9137], [-3.9047, -0.1319, -2.6254], [-5.1966, -0.4120, -2.2748], [-5.6538, -1.7393, -2.1837], [-4.7484, -2.7693, -2.4998], [-3.4582, -2.4901, -2.8651], [-6.9730, -2.0304, -1.7743], [-8.0506, -2.2630, -1.4247], [-1.3727, 0.1502, -3.4825], [-1.1051, -1.6383, -3.7899], [-3.5718, 0.8982, -2.6795], [-5.8876, 0.3950, -2.0565], [-5.0917, -3.7960, -2.4447], [-2.7829, -3.3035, -3.1084], [3.1647, 7.7992, -5.1674], [2.6892, 8.1263, -3.9481], [3.6283, 8.9489, -3.3957], [1.6129, 8.9273, -4.1590], [2.3785, 6.9528, -3.1014], [2.8399, 5.6778, -3.4341], [2.5708, 4.6040, -2.6158], [1.8354, 4.7678, -1.4252], [1.3793, 6.0605, -1.1018], [1.6477, 7.1297, -1.9252], [1.5765, 3.6578, -0.6027], [1.4013, 2.6414, 0.0390], [3.4113, 5.5382, -4.3420], [2.9243, 3.6135, -2.8687], [0.8165, 6.2064, -0.1895], [1.2990, 8.1219, -1.6656]],
  "mulliken_spin": [0.0182, -0.0080, 0.0865, 0.0035, 0.1140, 0.3255, 0.0052, 0.0274, 0.0673, -0.0132, -0.0013, 0.0030, 0.0053, 0.0026, -0.0006, 0.0867, 0.0746, -0.0138, 0.0254, 0.0003, 0.0369, 0.0189, 0.0085, -0.0007, 0.0029, 0.0003, -0.0006, 0.0212, 0.0001, 0.0010, 0.0006, 0.0000, -0.0034, 0.0015, 0.0060, 0.0018, -0.0003, 0.0000, 0.0043, 0.0005, -0.0008, 0.0041, -0.0078, 0.0000, 0.0001, 0.0001, 0.0008, -0.0013, -0.0029, -0.0019, 0.0027, 0.0034, 0.0010, -0.0005, 0.0002, 0.0006, 0.0001, 0.0051, 0.0012, -0.0002, 0.0004, 0.0001, 0.0007, -0.0007, 0.0010, 0.0002, 0.0006, 0.0002, -0.0003, -0.0001, 0.0000, 0.0001, 0.0001, 0.0001, -0.0009, 0.0010, 0.0009, 0.0280, -0.0056, 0.0234, -0.0208, 0.0239, -0.0104, 0.0170, 0.0234, 0.0002, 0.0030, 0.0023, -0.0003]
}